Entry 1:
{
  "formula": "C14H32NO3P2SiSr",
  "method": "ωB97M-V with the def2-TZVPD basis set",
  "species": ["Sr", "P", "C", "C", "N", "C", "C", "C", "C", "C", "P", "H", "H", "H", "H", "H", "H", "H", "H", "O", "H", "H", "O", "H", "C", "H", "H", "H", "C", "H", "H", "H", "C", "H", "H", "H", "C", "H", "H", "H", "C", "Si", "C", "C", "O", "H", "H", "H", "H", "H", "H", "H", "H", "H"],
  "positions_angstrom": [[0.127, 1.015, 0.007], [2.488, -0.835, 0.152], [2.255, -0.514, -1.645], [1.049, -1.166, -2.268], [-0.162, -0.697, -1.852], [-1.295, -1.187, -2.391], [-1.261, -2.171, -3.376], [-0.029, -2.641, -3.834], [1.141, -2.133, -3.274], [-2.633, -0.681, -1.879], [-2.629, 0.965, -1.036], [2.134, -2.445, -3.599], [-2.207, -2.548, -3.754], [0.019, -3.403, -4.607], [-3.362, -0.624, -2.701], [-3.039, -1.387, -1.134], [2.116, 0.845, -1.818], [3.183, -0.756, -2.175], [1.038, 2.719, -1.884], [2.021, 2.130, -1.927], [2.638, 2.520, -2.575], [0.202, 3.200, -0.270], [-0.042, 3.241, -1.257], [-0.227, 4.178, -1.406], [-2.939, 2.035, -2.482], [-3.867, 1.720, -2.978], [-3.043, 3.081, -2.158], [-2.109, 1.967, -3.199], [-4.282, 0.932, -0.270], [-4.333, 1.739, 0.475], [-5.077, 1.076, -1.016], [-4.426, -0.025, 0.251], [2.295, -2.648, 0.318], [3.228, -3.154, 0.039], [2.054, -2.885, 1.365], [1.479, -3.018, -0.312], [4.298, -0.671, 0.373], [4.495, -0.442, 1.432], [4.806, -1.608, 0.106], [4.683, 0.155, -0.239], [1.466, -0.592, 3.992], [-0.084, 0.460, 3.693], [-1.566, -0.628, 4.137], [-0.044, 1.982, 4.811], [-0.188, 0.980, 2.184], [1.721, -0.597, 5.061], [2.337, -0.213, 3.441], [1.315, -1.638, 3.689], [-1.689, -0.705, 5.226], [-2.495, -0.215, 3.720], [-1.452, -1.647, 3.741], [0.858, 2.580, 4.620], [-0.909, 2.626, 4.603], [-0.061, 1.724, 5.877]],
  "de_lowest_ev": 0.0000,
  "charge": 1,
  "e_homo_ev": -11.0858,
  "e_tot_ha": -1835.9180,
  "gap_ev": 7.49,
  "e_lumo_ev": -3.6
}

***

Entry 2:
{
  "formula": "C6H15N",
  "method": "ωB97M-V with the def2-TZVPD basis set",
  "species": ["C", "N", "C", "C", "C", "C", "C", "H", "H", "H", "H", "H", "H", "H", "H", "H", "H", "H", "H", "H", "H", "H"],
  "positions_angstrom": [[-1.935, -0.405, -1.540], [-0.953, -1.004, -0.633], [-0.498, -0.009, 0.367], [0.758, -0.483, 1.022], [1.967, 0.119, 0.272], [1.990, -0.313, -1.155], [-1.471, 0.410, 1.569], [-2.187, -0.979, -2.404], [-1.583, 0.562, -2.083], [-2.924, -0.197, -1.045], [-0.170, 1.047, -0.067], [-0.220, 1.995, -0.026], [0.753, -0.419, 2.102], [0.996, -1.638, 0.884], [1.925, 1.245, 0.400], [2.876, -0.158, 0.868], [2.945, 0.026, -1.499], [1.171, 0.072, -1.678], [1.726, -1.437, -1.056], [-2.261, 1.156, 1.245], [-0.951, 0.854, 2.376], [-1.953, -0.443, 2.082]],
  "de_lowest_ev": 6.6501,
  "e_homo_ev": -8.1435,
  "e_tot_ha": -292.1246,
  "gap_ev": 7.02,
  "e_lumo_ev": -1.1
}

***

Entry 3:
{
  "formula": "C33H30F3MnNO4P2S3Te",
  "method": "ωB97M-V with the def2-TZVPD basis set",
  "species": ["Mn", "S", "P", "C", "P", "S", "C", "C", "C", "C", "C", "C", "C", "C", "C", "C", "C", "C", "C", "C", "C", "C", "C", "C", "C", "C", "C", "C", "C", "C", "H", "H", "H", "H", "H", "H", "H", "H", "H", "H", "H", "H", "H", "H", "H", "H", "H", "H", "H", "H", "F", "C", "F", "F", "C", "C", "C", "N", "C", "C", "H", "H", "H", "H", "O", "S", "O", "O", "O", "C", "Te", "C", "H", "H", "H", "H", "H", "H"],
  "positions_angstrom": [[-0.417, -1.624, -0.933], [-1.429, -1.704, 2.705], [-0.212, -0.371, 1.950], [-0.175, 0.023, 0.214], [-1.784, 0.567, -0.244], [-2.957, -0.962, -0.749], [-1.541, 1.646, -1.690], [-2.625, 2.386, -2.146], [-2.483, 3.211, -3.244], [-1.271, 3.267, -3.914], [-0.201, 2.501, -3.480], [-0.324, 1.707, -2.353], [-2.670, 1.679, 0.895], [-2.361, 3.035, 0.932], [-2.989, 3.854, 1.848], [-3.907, 3.321, 2.737], [-4.195, 1.965, 2.717], [-3.582, 1.140, 1.794], [1.525, -0.684, 2.401], [2.522, 0.110, 1.840], [3.834, -0.043, 2.234], [4.172, -0.998, 3.183], [3.186, -1.814, 3.714], [1.868, -1.655, 3.336], [-0.426, 1.198, 2.872], [0.132, 2.395, 2.429], [-0.022, 3.544, 3.179], [-0.731, 3.516, 4.372], [-1.299, 2.327, 4.807], [-1.145, 1.178, 4.061], [-3.569, 2.300, -1.621], [-3.323, 3.802, -3.586], [-1.170, 3.898, -4.787], [0.733, 2.525, -4.025], [0.505, 1.111, -1.991], [-1.627, 3.430, 0.244], [-2.758, 4.909, 1.877], [-4.388, 3.966, 3.457], [-4.899, 1.555, 3.428], [-3.781, 0.076, 1.760], [2.247, 0.834, 1.086], [4.606, 0.579, 1.800], [5.202, -1.120, 3.489], [3.457, -2.583, 4.423], [1.084, -2.280, 3.740], [0.644, 2.416, 1.477], [0.391, 4.479, 2.820], [-0.863, 4.425, 4.948], [-1.881, 2.304, 5.721], [-1.604, 0.247, 4.364], [5.193, -4.342, 2.283], [4.353, -4.912, 1.349], [4.027, -6.101, 1.896], [5.207, -5.206, 0.328], [3.208, -4.087, 0.964], [1.886, -4.363, 1.406], [0.863, -3.552, 1.013], [1.030, -2.416, 0.278], [2.302, -2.185, -0.192], [3.374, -2.961, 0.124], [1.697, -5.213, 2.043], [-0.159, -3.742, 1.317], [2.417, -1.296, -0.807], [4.354, -2.726, -0.266], [-1.668, -2.705, -3.934], [-0.461, -2.676, -3.123], [-0.741, -3.234, -1.767], [-0.077, -1.236, -2.823], [0.648, -3.370, -3.736], [-1.105, 0.783, -7.069], [-1.169, -0.542, -5.278], [0.017, -1.965, -6.372], [-1.485, 0.286, -7.955], [-0.116, 1.170, -7.294], [-1.756, 1.625, -6.868], [0.970, -1.519, -6.644], [-0.494, -2.308, -7.268], [0.186, -2.794, -5.699]],
  "spin_multiplicity": 2,
  "charge": -2,
  "e_homo_ev": [-1.3480, -0.9540],
  "e_tot_ha": -5227.1577,
  "gap_ev": [5.46, 4.99],
  "e_lumo_ev": [4.1, 4.0]
}

***

Entry 4:
{
  "formula": "C24H34ClN3O5RuSTe",
  "method": "ωB97M-V with the def2-TZVPD basis set",
  "species": ["Ru", "Te", "C", "C", "C", "C", "C", "C", "C", "C", "C", "C", "C", "C", "H", "H", "H", "H", "H", "H", "H", "H", "H", "H", "C", "C", "C", "O", "C", "H", "H", "H", "H", "H", "H", "H", "H", "C", "C", "C", "C", "H", "H", "H", "H", "H", "H", "H", "H", "H", "C", "C", "C", "N", "N", "C", "N", "S", "H", "H", "H", "H", "H", "H", "H", "O", "Cl", "O", "O", "O"],
  "positions_angstrom": [[0.762, 0.393, 0.188], [-3.355, 1.037, -1.665], [-3.333, 2.727, -2.820], [-3.279, 2.695, -4.217], [-3.253, 3.890, -4.908], [-3.283, 5.100, -4.218], [-3.344, 5.127, -2.828], [-3.365, 3.943, -2.120], [-3.270, -0.473, -3.105], [-2.244, -0.490, -4.048], [-2.207, -1.522, -4.973], [-3.176, -2.519, -4.951], [-4.191, -2.492, -4.004], [-4.245, -1.466, -3.072], [-3.276, 1.753, -4.749], [-3.218, 3.885, -5.989], [-3.263, 6.030, -4.770], [-3.370, 6.071, -2.303], [-3.401, 3.958, -1.037], [-1.494, 0.289, -4.063], [-1.425, -1.544, -5.720], [-3.143, -3.317, -5.680], [-4.950, -3.263, -3.996], [-5.045, -1.442, -2.342], [-0.444, -3.113, 0.953], [-0.066, -3.437, -0.503], [-0.457, -2.173, -1.286], [-0.861, -1.187, -0.287], [-1.435, -1.979, 0.785], [0.424, -2.755, 1.509], [-0.862, -3.963, 1.488], [-0.633, -4.291, -0.869], [0.991, -3.675, -0.609], [-1.313, -2.347, -1.939], [0.347, -1.729, -1.867], [-2.411, -2.341, 0.451], [-1.568, -1.342, 1.655], [2.542, 1.449, 3.020], [1.092, 1.792, 2.693], [0.358, 2.352, 3.919], [0.328, 0.603, 2.144], [3.061, 2.322, 3.415], [3.090, 1.113, 2.136], [2.589, 0.664, 3.780], [1.076, 2.581, 1.928], [0.271, 1.590, 4.696], [-0.642, 2.698, 3.658], [0.910, 3.194, 4.335], [-0.752, 0.794, 2.084], [0.517, -0.339, 2.665], [4.911, -1.533, 2.941], [3.633, -2.045, 2.274], [3.472, -1.559, 0.874], [2.413, -0.999, 0.394], [2.492, -0.624, -0.925], [3.666, -0.877, -1.444], [4.006, -0.571, -2.697], [4.722, -1.684, -0.324], [4.974, -1.915, 3.957], [4.927, -0.445, 2.981], [5.801, -1.872, 2.409], [2.746, -1.730, 2.827], [3.629, -3.138, 2.260], [3.380, -0.001, -3.244], [4.932, -0.735, -3.049], [-0.426, 2.138, -0.365], [0.307, 2.416, -1.669], [-0.192, 3.601, -2.242], [1.695, 2.484, -1.310], [0.061, 1.251, -2.487]],
  "de_lowest_ev": 0.1543,
  "spin_multiplicity": 5,
  "charge": 2,
  "e_homo_ev": [-14.0018, -14.6660],
  "e_tot_ha": -2695.7553,
  "gap_ev": [8.05, 6.65],
  "e_lumo_ev": [-6.0, -8.0]
}

***

For the records above, the corresponding largest force on an atom values read 4.037, 9.208, 4.652, 0.586 eV/Å.